1.
119
Properties=species:S:1:pos:R:3:forces:R:3:lowdin_charge:R:1 method="wB97M-V/def2-TZVPD" spin_multiplicity=2 de_lowest_ev=0.5510 e_tot_ev=-98988.2079 total_charge=+1 orbital_gap_ev="7.764 / 6.431" s2=0.7595
Te 0.13997 1.98524 1.28307 0.47 0.31 -0.30 1.67
Y 0.35577 -1.58011 -1.51210 -0.10 -0.27 0.73 1.61
S 4.61460 -2.20924 -4.23287 -0.08 0.04 -0.14 0.63
F -2.08048 1.16947 -4.97820 0.10 0.30 -0.08 0.21
F -0.09853 0.84314 -5.95926 -1.18 0.07 1.12 0.10
F -1.59215 -0.70665 -5.97490 -0.58 0.17 -0.11 0.15
O 0.47468 -1.10738 -4.04911 0.67 -0.03 -0.38 -0.07
O -1.32569 -2.15155 0.05933 0.70 1.66 -0.38 -0.20
O -1.17472 -0.35783 -2.84734 -0.40 0.62 -0.12 -0.05
N 2.87575 -0.75754 -5.63445 -2.19 -0.26 0.89 0.13
N 1.90346 -2.87745 0.00046 -0.88 -0.98 -0.38 0.09
N 1.82598 -3.51517 -2.85065 -1.26 -0.60 -0.14 -0.09
N 2.39930 0.08317 -1.54844 -1.48 -1.97 0.35 0.03
N -0.93085 -3.40547 -2.56864 1.46 -0.54 -0.45 0.08
N -0.17296 -0.20573 0.39426 -0.65 -0.19 -0.20 -0.22
N 4.99169 -0.63961 -6.30146 0.85 0.86 -0.91 0.09
N 3.27665 -4.56688 0.37097 0.11 -0.40 0.05 0.17
N -1.24718 -4.52131 -4.45470 -0.63 0.36 1.62 0.19
N 4.23117 1.13095 -2.06621 -2.03 0.55 -0.22 0.12
C -2.29153 -3.53975 -2.79289 -0.42 1.01 0.60 -0.21
C 4.04650 -2.67838 3.50970 0.03 -1.10 -0.41 -0.06
C -3.97287 -1.17851 3.32075 1.23 -0.18 0.30 -0.07
C -3.26168 -1.11302 4.50554 1.60 0.55 -0.71 -0.08
C 1.95129 2.02024 4.04903 0.63 -0.19 -2.10 -0.09
C -1.90098 2.31011 1.43842 -0.91 -0.34 -0.37 -0.42
C 1.51048 4.36001 4.70421 0.38 1.10 0.86 -0.02
C 2.33766 -1.70707 2.08588 0.20 1.92 1.90 -0.05
C -2.53252 2.39517 2.69236 -0.98 1.18 0.95 -0.28
C 4.26426 -3.75282 2.60981 -0.48 1.03 0.12 0.00
C 1.07253 -4.04575 -4.02060 0.35 -0.17 1.55 -0.13
C -0.87115 5.25473 1.22478 1.59 0.23 -0.03 -0.04
C -0.56025 -0.42467 -3.93181 -0.35 0.44 0.45 -0.53
C 4.59432 -1.05818 -1.04105 0.54 0.25 0.20 -0.03
C 0.19631 5.84599 3.44703 -0.25 0.99 -0.73 -0.02
C -1.17836 -0.84778 3.25276 0.07 -0.19 0.23 -0.06
C -1.89727 2.39516 4.09279 0.78 -1.50 -0.31 -0.05
C 1.99012 -4.58442 -1.85387 2.42 -0.14 0.93 -0.11
C -2.62494 2.42096 0.22479 0.17 0.23 0.23 -0.29
C 3.09293 -1.67058 3.21318 1.69 -0.38 2.35 -0.07
C -2.52363 -4.21931 -3.99040 0.67 -0.04 0.51 -0.16
C -6.21825 2.77257 1.59061 0.76 2.00 -0.93 -0.05
C 0.91820 6.55201 5.83681 0.64 -0.11 -0.82 -0.04
C -1.84510 -0.93045 4.45654 -2.08 -0.32 0.57 -0.09
C -3.80515 -4.39161 -4.51233 1.72 -0.58 -1.97 -0.04
C -3.33124 -2.95051 -2.02765 -0.08 -0.69 0.05 0.02
C 3.42330 -3.74760 1.48841 -0.62 -0.10 -0.09 -0.17
C 0.50037 3.61353 2.72266 -0.28 -1.13 -2.13 -0.40
C -0.02171 4.84892 2.47648 -1.63 2.74 -0.55 -0.26
C 1.34842 3.38110 3.74638 0.58 -1.29 2.27 -0.35
C 3.68933 -0.02541 -1.61615 1.88 0.16 1.05 -0.41
C 3.15056 1.98838 -2.30835 2.23 0.66 -0.61 -0.06
C -0.33449 -4.03560 -3.56530 -1.89 -0.21 -1.49 -0.31
C -4.58079 -3.13389 -2.61616 0.69 0.67 0.52 -0.07
C -3.26594 -1.12416 2.10313 -0.79 -0.28 -0.26 -0.02
C 2.32559 -4.03078 -0.45663 0.74 0.26 -0.78 -0.27
C -3.92494 2.61638 2.75073 -0.08 0.27 -3.14 0.01
C 0.95706 5.62355 4.55595 -0.87 -0.07 2.50 -0.24
C -4.77237 -3.73273 -3.89036 -3.36 0.91 1.59 -0.10
C -1.13766 0.29968 -5.20777 1.97 -1.43 -0.49 -0.51
C -1.12553 -1.02793 0.74076 0.56 -1.38 0.38 -0.59
C 2.04137 1.32150 -1.96674 -0.25 0.46 -0.48 -0.17
C -4.00398 2.68088 0.28965 -0.19 0.08 0.52 -0.02
C -1.94996 2.31287 -1.14551 0.31 1.01 0.35 -0.09
C -1.88433 -0.98812 2.03055 0.02 0.67 1.20 -0.16
C 4.11760 -1.13367 -5.44825 0.38 -1.22 1.34 -0.96
C 2.46284 -2.75111 1.26402 0.72 -0.54 -1.74 -0.24
C -4.67958 2.75379 1.51578 0.37 -0.53 1.96 -0.21
H -0.90733 1.83089 4.08307 -1.21 0.99 0.22 0.06
H 4.76403 -0.95572 0.03590 -0.50 0.38 0.08 0.09
H -4.43420 2.74682 3.69434 0.01 -0.21 0.11 0.12
H -3.85772 -1.21305 1.18959 0.33 0.01 0.09 0.12
H -0.20001 6.86676 3.39363 -0.26 -0.49 -0.59 0.13
H 2.07186 -0.98276 -5.01978 0.92 -0.09 -0.27 0.07
H 4.64616 0.00307 -7.00515 0.56 -0.15 0.07 0.12
H -1.81941 3.37809 4.60353 0.16 -0.44 -0.73 0.10
H -0.09868 -0.71751 3.35928 -0.22 -0.05 -0.71 0.09
H 5.98071 -0.74791 -6.12612 -0.30 -0.03 -0.19 0.10
H 2.36746 1.53453 3.07347 -1.03 0.45 1.67 0.08
H 3.45149 2.90842 -2.78327 -0.80 0.32 0.20 0.12
H -4.00658 -4.87811 -5.46301 0.26 -0.02 0.13 0.12
H -1.11301 1.61158 -1.16119 -0.17 0.10 0.20 -0.02
H 1.78169 6.28571 6.44791 0.11 0.08 -0.02 0.06
H 5.07955 -4.46595 2.73276 -0.42 0.06 0.14 0.11
H 1.33781 1.34956 4.66329 -0.13 0.04 -0.50 0.08
H -4.60325 2.86333 -0.61117 0.42 -0.33 0.16 0.12
H 5.17936 1.44896 -2.12260 0.29 -0.45 0.02 0.16
H 1.01537 1.61964 -1.99980 -0.29 0.23 -0.07 0.08
H 2.82716 2.23490 4.60212 1.03 -0.04 0.81 0.06
H 4.59151 -2.71283 4.46836 -0.23 0.39 -0.70 0.11
H -2.58660 1.77796 4.68847 0.36 0.20 0.06 0.07
H -1.88303 4.88237 1.23263 -0.11 -0.62 -0.12 0.06
H 1.39387 -5.02981 -4.44251 -0.07 0.33 0.85 0.15
H -1.00987 -4.99824 -5.27478 0.20 -0.72 -1.20 0.15
H -5.02489 -1.35988 3.42294 -0.43 0.14 -0.59 0.10
H -2.67075 1.91226 -1.83328 -0.32 0.00 -0.53 0.07
H -3.75022 -1.12855 5.46274 -0.18 -0.17 0.20 0.10
H 2.70205 0.04406 -6.17873 -0.23 0.88 -0.87 0.09
H -1.00506 6.34326 1.08035 0.47 -0.35 0.63 0.08
H -3.10895 -2.46371 -1.01292 -0.49 -0.85 -1.84 0.12
H -6.58020 2.18985 2.38198 -0.29 -1.25 1.07 0.05
H 1.76359 -0.83511 1.97479 -1.22 0.62 -0.96 0.06
H -6.71440 3.76243 1.78999 0.89 -0.52 -0.40 0.10
H -1.56338 3.31173 -1.53185 -0.57 -1.07 0.54 0.11
H -5.80961 -3.69199 -4.33416 1.27 -0.25 0.65 0.13
H 1.98983 4.25182 5.67801 0.36 -0.77 -0.43 0.12
H -1.38656 -0.87043 5.44120 0.50 0.08 -0.42 0.11
H 2.86293 -5.19768 -2.13819 -0.06 0.05 0.07 0.13
H -0.27117 4.94374 0.33163 -0.91 -0.11 0.44 0.08
H 1.11233 -3.40940 -4.87673 0.37 0.98 -0.32 0.11
H 3.73097 -5.46139 0.29445 -0.09 -0.03 -0.34 0.17
H 3.01337 -0.84181 3.95019 -0.10 -0.62 -0.76 0.11
H 0.05782 6.42789 6.53113 0.19 -0.14 -0.96 0.09
H 4.20580 -2.06393 -1.16312 0.36 -0.09 -0.47 0.05
H -6.60511 2.40973 0.64883 -0.28 -0.14 -0.16 0.07
H 5.59508 -0.84566 -1.45938 -0.46 -0.89 -0.17 0.08
H 1.21443 -5.33232 -1.75758 -0.85 0.43 -0.33 0.13
H 2.70598 -3.13923 -3.19095 0.57 0.00 0.18 -0.02
H 1.02912 7.63004 5.60720 -0.22 -0.58 -0.06 0.08
H -5.42265 -2.78014 -2.05494 -0.49 0.25 -0.12 0.09

***

2.
111
Properties=species:S:1:pos:R:3:forces:R:3:lowdin_charge:R:1 method="wB97M-V/def2-TZVPD" smiles="CNC(C)=O.c1ccncc1.c1ccncc1.c1ccncc1.c1ccncc1.c1ccncc1.c1ccncc1.c1ccncc1.c1ccncc1.c1ccncc1" e_tot_ev=-67565.1465 total_charge=0 orbital_gap_ev=9.495
O -9.64209 25.82603 6.06678 -1.40 -1.45 0.54 0.06
N -7.55531 19.58895 13.27965 -0.10 0.91 -0.27 0.05
N -10.38456 16.77442 9.58573 -1.04 -0.38 -0.12 0.06
N -8.10791 27.42938 6.35139 0.42 0.80 -1.54 0.00
N -7.35139 23.55592 14.72609 0.17 -1.14 -0.33 0.07
N -4.80361 21.84012 11.00163 0.10 1.65 -0.06 0.06
N -3.95121 17.08968 9.25074 -2.54 0.91 1.91 0.08
N -9.09730 20.70638 8.80357 -0.55 -0.93 -0.28 0.07
N -7.77194 17.68968 5.89186 -0.46 -1.05 -0.70 0.05
N -3.04880 21.47197 4.78890 -0.15 -0.04 -1.41 0.03
N -5.71853 25.11339 6.17180 0.13 0.31 -0.87 0.06
C -4.85579 26.05547 5.70125 -1.89 -0.78 -0.93 -0.12
C -10.24272 20.60570 8.09491 0.71 0.95 0.13 -0.14
C -8.25631 24.50795 14.72149 0.02 0.89 0.96 -0.19
C -8.43141 21.85262 8.77512 -2.13 -0.24 -1.41 -0.15
C -6.68301 17.00005 5.53587 0.10 0.02 -0.05 -0.16
C -3.88073 22.80901 11.06766 0.94 -0.94 0.17 -0.14
C -10.68161 14.41423 10.00196 -0.54 -0.26 0.43 -0.08
C -10.14298 22.86427 7.41353 0.47 -1.13 0.65 -0.05
C -7.91623 18.92825 5.43287 -0.42 -0.23 1.18 -0.15
C -8.37759 17.66834 14.43850 1.18 0.23 0.97 -0.09
C -3.96318 22.23719 5.34801 -0.09 0.94 -0.04 -0.17
C -8.90005 22.91649 8.03178 -0.76 -0.56 -0.10 -0.06
C -6.86479 19.62056 4.84982 -0.95 -0.04 -0.09 -0.08
C -6.59245 24.56857 5.28468 2.20 2.47 -1.47 -0.14
C -4.55376 18.03851 8.50334 1.45 -1.03 -0.46 -0.17
C -7.81162 23.27487 12.39393 -0.11 0.10 0.11 -0.08
C -7.14804 22.92652 13.55283 -0.61 0.34 0.66 -0.14
C -11.00472 15.75173 10.21093 1.19 0.00 -0.28 -0.16
C -8.56749 19.48158 12.42709 -0.77 0.26 -0.62 -0.17
C -9.43225 17.57521 13.54624 -0.84 -1.37 0.18 -0.09
C -6.60574 24.92605 3.90702 0.84 -0.13 0.54 -0.08
C -5.68097 25.86693 3.40603 -0.36 0.17 1.08 -0.07
C -8.00649 27.17118 7.75843 1.21 1.75 0.23 -0.09
C -8.94748 26.99303 4.12470 0.22 0.42 -0.98 -0.01
C -5.81003 18.59332 8.67518 0.67 -1.45 1.48 -0.08
C -6.53443 18.12149 9.74659 -0.72 -0.18 0.05 -0.09
C -9.50789 16.46487 8.62652 0.52 0.49 0.42 -0.17
C -2.33791 20.64564 6.91283 -0.69 0.43 -0.42 -0.06
C -10.84431 21.67214 7.43632 1.68 0.27 0.98 -0.05
C -9.74977 14.12484 9.01199 0.88 -0.01 -0.25 -0.08
C -9.10064 15.17734 8.35214 -0.65 -0.52 -0.18 -0.07
C -2.30341 20.67110 5.51127 0.37 -0.80 0.61 -0.17
C -5.70663 18.94770 4.54208 0.24 -0.28 0.16 -0.07
C -2.17015 21.32081 11.80349 -0.78 -1.79 -0.43 -0.08
C -8.87832 24.99981 13.60196 -0.29 -0.21 -0.43 -0.09
C -4.43449 20.63508 11.32599 1.09 -2.20 0.96 -0.16
C -8.98255 26.68905 5.56826 2.28 1.41 0.80 -0.58
C -6.03264 17.08956 10.58558 -0.28 2.39 -0.65 -0.07
C -4.73558 16.74356 10.34707 1.47 -1.59 -0.90 -0.16
C -4.11629 22.28176 6.72803 0.27 0.09 0.27 -0.06
C -7.46815 18.72830 14.27714 0.78 -0.96 -0.78 -0.16
C -8.69431 24.34085 12.40564 0.44 0.41 0.03 -0.07
C -2.54712 22.57995 11.40654 -1.05 -0.45 0.73 -0.08
C -9.51114 18.47363 12.47288 -0.03 -0.93 0.76 -0.07
C -3.24193 21.52631 7.52545 -0.23 0.06 -0.56 -0.06
C -4.89244 26.50143 4.36096 1.03 -1.17 1.07 -0.08
C -5.63982 17.58427 4.84502 0.89 0.55 0.03 -0.07
C -3.11279 20.26564 11.73037 0.16 1.47 -0.49 -0.02
H -7.51295 21.92085 9.25761 1.55 -0.08 0.99 0.07
H -7.30550 26.38697 8.01232 0.39 -0.13 -0.03 0.06
H -5.51575 26.17648 2.36738 -0.57 -0.50 0.30 0.11
H -9.01518 17.25787 8.05196 -0.38 0.03 0.44 0.08
H -7.61567 22.70278 11.52053 0.08 -0.32 -0.67 0.06
H -9.80420 27.58069 3.84040 -0.61 0.05 -0.06 0.08
H -4.87353 19.48243 4.09728 -0.01 -0.15 0.02 0.10
H -4.34458 15.99673 11.04661 0.47 0.24 -0.42 0.10
H -7.24063 23.81515 5.60547 -0.94 -0.97 0.76 0.08
H -7.27103 24.37546 3.26073 -0.08 0.03 -0.17 0.10
H -8.92246 19.35278 5.65818 1.06 0.11 -0.25 0.11
H -4.05847 27.12977 4.10931 -0.09 0.56 -0.47 0.09
H -1.14409 21.18570 12.13661 -0.20 -0.33 -0.04 0.10
H -6.62188 15.92568 5.76473 -0.18 0.58 0.28 0.11
H -10.65501 19.64293 7.97420 -0.46 -1.16 0.40 0.08
H -7.48569 18.63415 9.81906 -0.39 -0.49 0.67 0.08
H -9.49354 25.86944 13.68692 -0.46 0.28 -0.01 0.09
H -8.11018 16.93721 15.23962 -0.84 0.58 -0.76 0.11
H -8.72032 20.22625 11.63398 0.65 -0.15 0.27 0.09
H -11.17536 13.67106 10.68472 0.59 0.53 -1.17 0.12
H -8.94774 26.88543 8.09477 -1.70 -0.58 0.72 0.05
H -11.74785 15.94813 10.96767 -0.07 0.56 0.11 0.09
H -11.76901 21.65697 6.94074 -1.12 -0.58 -0.51 0.09
H -7.03856 20.65429 4.65699 0.25 0.64 -0.37 0.09
H -4.11292 26.47489 6.36895 -0.17 -0.14 0.23 0.10
H -7.75019 28.13334 8.27495 0.00 -0.95 -0.33 0.10
H -1.79717 23.29657 11.59996 0.25 1.38 -0.38 0.09
H -8.23702 23.70173 7.90824 0.83 1.92 -0.14 0.07
H -9.46068 13.11503 8.73497 -0.15 -0.03 0.33 0.10
H -10.60465 23.64654 6.89570 -0.02 1.47 -0.66 0.08
H -6.48236 18.78495 14.77119 -0.88 -0.14 0.42 0.11
H -8.32942 15.06223 7.58581 -0.37 -0.34 0.28 0.10
H -7.47997 28.14764 5.92552 -1.04 -1.26 0.53 0.15
H -1.67382 20.00429 4.90624 0.02 0.19 0.59 0.11
H -6.51466 16.76353 11.49868 -0.24 -0.05 -0.23 0.10
H -5.25713 19.92007 11.36929 0.40 -0.19 -0.19 0.09
H -6.23823 19.32835 8.05765 -0.15 0.85 -0.84 0.08
H -9.17685 24.71878 11.52123 -0.12 -0.18 -0.33 0.10
H -6.54998 22.03733 13.56321 0.56 -0.11 0.03 0.08
H -3.92780 18.30217 7.67850 0.10 0.50 -0.66 0.08
H -8.52327 24.96032 15.67877 0.36 -0.07 -0.03 0.10
H -4.21288 23.78949 10.89834 -0.48 1.23 -0.45 0.09
H -4.48120 22.91799 4.62929 0.08 -0.66 0.91 0.11
H -10.17771 16.72782 13.69674 1.01 1.22 -0.49 0.12
H -2.77177 19.24787 11.91452 -0.57 0.17 0.14 0.10
H -8.08919 27.61352 3.86664 0.13 -0.20 -0.04 0.07
H -10.21549 18.30362 11.66458 -0.06 0.34 0.17 0.08
H -4.84782 22.94311 7.18609 0.17 -0.08 -0.08 0.08
H -1.74751 19.92813 7.46422 0.18 0.21 0.13 0.10
H -4.70353 17.05272 4.66228 -0.45 -0.07 -0.13 0.11
H -3.30088 21.69318 8.59510 0.08 -0.47 0.04 0.08
H -8.93119 26.06977 3.54012 -0.10 0.25 0.15 0.08